{
  "formula": "C45H49N2OSi",
  "method": "ωB97M-V with the def2-TZVPD basis set",
  "symbols": ["C", "Si", "C", "C", "O", "C", "C", "C", "C", "C", "C", "C", "C", "C", "C", "C", "C", "C", "C", "C", "C", "C", "N", "C", "C", "C", "C", "C", "C", "C", "C", "H", "H", "H", "H", "H", "H", "H", "H", "H", "H", "H", "H", "H", "H", "H", "H", "H", "H", "H", "H", "H", "H", "H", "H", "H", "H", "H", "H", "H", "H", "H", "H", "H", "C", "C", "N", "C", "C", "C", "C", "C", "C", "C", "C", "C", "C", "C", "C", "C", "C", "C", "H", "H", "H", "H", "H", "H", "H", "H", "H", "H", "H", "H", "H", "H", "H", "H"],
  "xyz": [[-4.1083, 5.3272, -1.7589], [-2.6747, 5.1662, -2.9301], [-2.9178, 3.7378, -4.1017], [-2.5766, 6.7690, -3.8962], [-1.2957, 4.9357, -1.9754], [-0.4701, 3.8207, -1.6256], [-1.3516, 2.6466, -1.2040], [-1.3679, 1.4407, -1.9076], [-2.0212, 0.3352, -1.3468], [-2.7095, 0.4644, -0.1492], [-2.7626, 1.7004, 0.5109], [-2.1679, 2.8236, -0.0829], [0.5383, 3.5486, -2.7751], [0.7278, 4.5092, -3.7750], [1.7612, 4.3560, -4.7009], [2.6127, 3.2569, -4.6227], [2.4580, 2.3181, -3.5956], [1.3907, 2.4462, -2.6997], [0.3901, 4.2280, -0.3901], [1.3661, 5.4036, -0.6796], [2.7801, 4.8416, -0.5750], [2.6833, 3.4658, 0.0973], [1.2601, 3.1244, 0.0950], [0.7975, 2.0599, 0.7956], [1.4979, 0.8931, 1.0761], [1.4858, 0.2573, 2.3695], [2.5603, -0.5872, 2.7753], [2.6426, -1.0530, 4.0796], [1.6708, -0.7147, 5.0290], [0.5566, 0.0334, 4.6104], [0.4388, 0.4654, 3.2943], [-5.0059, 5.5958, -2.3302], [-4.3001, 4.3911, -1.2247], [-3.9144, 6.1195, -1.0267], [-3.7497, 3.9762, -4.7793], [-2.0289, 3.5456, -4.7127], [-3.1739, 2.8150, -3.5699], [-3.5457, 6.9819, -4.3733], [-2.3500, 7.6111, -3.2329], [-1.8232, 6.7423, -4.6905], [-0.8595, 1.3672, -2.8693], [-1.9545, -0.6291, -1.8608], [-3.2215, -0.3947, 0.2788], [-3.2471, 1.7987, 1.4834], [-2.2969, 3.8254, 0.3562], [0.0788, 5.3892, -3.8290], [1.8935, 5.1289, -5.4648], [3.4131, 3.1312, -5.3509], [3.1551, 1.4912, -3.4774], [1.2233, 1.6867, -1.9329], [-0.2790, 4.5344, 0.4352], [1.1822, 5.8462, -1.6681], [1.1753, 6.1892, 0.0663], [3.1657, 4.6831, -1.5916], [3.4876, 5.5132, -0.0656], [3.2597, 2.7269, -0.4841], [3.1339, 3.4623, 1.1108], [-0.2248, 2.1795, 1.1730], [2.3074, 0.6101, 0.4067], [3.3406, -0.8162, 2.0437], [3.4846, -1.6897, 4.3776], [1.7296, -1.0944, 6.0500], [-0.2265, 0.2642, 5.3307], [-0.4557, 0.9952, 2.9528], [-0.9634, -8.5284, 1.6416], [0.0637, -7.4752, 1.4993], [1.3970, -7.7466, 1.5886], [1.9536, -9.0892, 1.7425], [2.1520, -6.5680, 1.4241], [1.2242, -5.5146, 1.2539], [1.6371, -4.2254, 0.9458], [2.9945, -4.0083, 0.7134], [3.9167, -5.0626, 0.8638], [3.5163, -6.3610, 1.2362], [-0.1070, -6.0715, 1.2761], [-1.2400, -5.3271, 0.9037], [-1.7896, -4.1944, 1.5429], [-1.0941, -3.3820, 2.4825], [-1.6664, -2.2126, 2.9500], [-2.9384, -1.8152, 2.5230], [-3.6922, -2.6689, 1.7039], [-3.1278, -3.8267, 1.2087], [-1.9390, -8.0317, 1.6043], [-0.9280, -9.2775, 0.8336], [-0.8965, -9.0779, 2.5966], [3.0434, -9.0165, 1.8215], [1.5673, -9.5969, 2.6432], [1.7061, -9.7315, 0.8777], [0.8904, -3.4303, 0.8872], [3.3272, -3.0059, 0.4181], [4.9706, -4.8596, 0.6895], [4.2059, -7.1907, 1.3841], [-1.8226, -5.7120, 0.0650], [-0.0926, -3.6851, 2.8062], [-1.1099, -1.5787, 3.6464], [-3.3222, -0.8278, 2.7915], [-4.7243, -2.4061, 1.4326], [-3.6802, -4.4908, 0.5311]],
  "atomic_forces_ev_per_a": [[-0.137, -0.026, -0.001], [0.299, -0.254, 0.333], [-0.119, -0.118, -0.112], [0.228, 0.018, 0.053], [0.177, 0.186, 0.238], [-0.206, 0.205, -1.068], [-0.221, 0.206, -0.780], [-0.090, -0.204, 0.703], [0.095, 0.148, -0.544], [0.124, 0.163, 0.431], [-0.083, 0.317, -0.617], [-0.055, -0.558, 0.520], [-0.535, 0.158, 0.425], [0.094, -0.192, -0.028], [-0.214, 0.083, 0.030], [0.233, -0.116, 0.205], [-0.504, 0.254, -0.074], [0.426, -0.068, -0.271], [0.476, 0.358, 0.559], [-0.628, 0.185, 0.400], [0.488, -0.216, -0.579], [0.631, -0.236, -0.318], [-0.178, 0.414, -0.260], [0.031, -0.934, 0.555], [0.010, 1.609, -0.986], [-0.399, -1.208, 0.712], [-0.598, 0.652, -0.346], [0.034, -0.207, 0.376], [-0.318, -0.095, -0.447], [0.268, -0.266, 0.058], [0.387, 0.068, 0.057], [0.060, -0.040, 0.180], [-0.030, 0.121, -0.039], [-0.071, -0.106, -0.083], [0.161, -0.068, 0.091], [-0.095, 0.040, 0.061], [0.031, 0.122, -0.072], [0.213, -0.162, 0.165], [0.009, -0.078, -0.097], [-0.057, 0.032, 0.096], [-0.052, -0.098, 0.400], [-0.236, 0.342, 0.182], [0.208, 0.144, -0.084], [-0.161, -0.007, -0.374], [0.262, -0.642, -0.111], [0.297, -0.399, 0.092], [0.025, -0.419, 0.194], [-0.133, 0.092, 0.198], [-0.162, 0.095, -0.196], [0.215, 0.284, -0.238], [0.044, -0.236, -0.440], [-0.019, -0.152, 0.405], [0.155, -0.216, -0.222], [-0.025, 0.136, 0.203], [-0.347, -0.257, -0.090], [-0.171, 0.215, 0.157], [-0.635, -0.092, -0.228], [0.545, 0.160, 0.248], [0.308, 0.376, 0.265], [-0.173, 0.082, 0.300], [-0.323, 0.291, -0.147], [0.067, 0.235, -0.280], [0.075, -0.040, -0.134], [0.311, -0.006, 0.309], [-0.617, -0.136, 0.054], [1.055, 0.523, -1.028], [-0.591, 0.181, 0.201], [0.003, -0.413, 0.100], [-0.707, 0.484, -0.643], [0.527, 0.054, 0.667], [0.546, 0.147, -0.169], [-0.272, -0.065, 0.177], [-0.147, -0.435, 0.216], [-0.129, 0.436, 0.030], [0.565, -0.523, 0.019], [-0.756, -1.048, 0.825], [0.039, 1.099, -0.328], [0.028, -0.306, 0.092], [0.253, 0.145, 0.286], [0.085, -0.397, -0.298], [-0.450, 0.171, -0.004], [0.340, -0.227, -0.460], [0.089, -0.318, 0.048], [0.147, 0.292, 0.197], [0.050, 0.303, -0.316], [-0.359, -0.009, 0.007], [0.150, 0.401, -0.286], [0.103, 0.445, 0.273], [0.497, -0.097, -0.237], [-0.022, -0.522, 0.203], [-0.186, -0.116, 0.053], [0.091, 0.397, -0.216], [-0.470, -0.369, 0.510], [-0.448, 0.246, -0.040], [-0.153, -0.292, -0.373], [0.028, -0.439, 0.118], [0.569, -0.105, 0.099], [0.131, 0.417, 0.286]],
  "e_homo_ev": -8.703,
  "gap_ev": 3.55,
  "total_charge": 1,
  "relative_energy_ev": 2.674,
  "fmax_ev_per_a": 1.89
}

{
  "formula": "C2H6N3OS",
  "method": "ωB97M-V with the def2-TZVPD basis set",
  "symbols": ["C", "C", "N", "N", "N", "O", "S", "H", "H", "H", "H", "H", "H"],
  "xyz": [[-0.5512, 0.0572, -0.2554], [-2.0506, -0.0430, -0.0666], [2.7232, -0.0509, 1.1035], [0.1156, -0.7189, -1.1147], [0.1489, 0.8790, 0.4989], [1.4805, -0.5667, -1.0977], [2.0953, 0.6096, -0.0236], [-2.4594, -0.7753, -0.7636], [-2.4238, 0.9317, -0.2324], [-2.1256, -0.3826, 1.0011], [3.4968, 0.0155, 1.6357], [-0.1775, -1.3295, -1.8658], [-0.2723, 1.3738, 1.1805]],
  "atomic_forces_ev_per_a": [[-0.389, 0.175, 0.251], [1.721, -1.472, 0.553], [-1.710, -2.016, 2.070], [-0.251, 0.918, 1.325], [-0.606, -3.556, -3.288], [1.079, 0.715, 0.196], [0.354, 1.431, -5.279], [-0.215, 0.107, 0.218], [-0.832, 0.906, 0.014], [-0.538, 0.346, -1.031], [3.359, -0.022, 1.965], [-0.355, 0.173, 0.184], [-1.618, 2.295, 2.823]],
  "multiplicity": 3,
  "e_homo_ev": [-11.227, -14.547],
  "gap_ev": [7.91, 6.69],
  "s2": 2.014,
  "total_charge": 1,
  "relative_energy_ev": 2.240,
  "fmax_ev_per_a": 5.48
}